# 1
C8H9NO3 | ωB97M-V/def2-TZVPD

Values from the calculation:
F_max: 0.060 hartree/bohr
structure (SMILES): CC(=O)N[C@]12C=CC=C[C@@]1(O)O2
HOMO-LUMO gap: 9.1 eV
total energy: -16071.755 eV
lowest unoccupied orbital energy: 0.532 eV
E_HOMO: -8.545 eV

The geometry in ORCA input format:
```
! RIJCOSX wB97M-V def2-TZVPD def2/J DEFGRID3
* xyz 0 1
C 3.3640 -0.4911 -0.0306
C 2.1037 0.4043 0.0207
O 1.8897 1.4977 0.5255
N 1.1074 -0.2748 -0.5699
C -0.2503 0.0655 -0.7001
C -0.6680 1.3878 -0.4025
C -1.9736 1.7004 -0.1346
C -2.8807 0.7567 0.3255
C -2.5530 -0.5725 0.3663
C -1.3785 -1.0624 -0.1889
O -0.7871 -2.1102 0.3847
O -0.9629 -0.7697 -1.4680
H 4.2757 0.0978 0.2152
H 3.3057 -1.3811 0.7230
H 3.6003 -1.0893 -0.9798
H 1.3548 -1.0157 -1.1194
H 0.2660 1.9970 -0.2657
H -2.2943 2.7683 0.1806
H -3.8086 1.0747 0.7071
H -3.0836 -1.1369 1.1195
H -0.6268 -1.8466 1.2914
*
```

# 2
C6H10N2 | ωB97M-V/def2-TZVPD

Values from the calculation:
F_max: 0.082 hartree/bohr
HOMO-LUMO gap: 9.5 eV
total energy: -9360.957 eV
lowest unoccupied orbital energy: -0.253 eV
E_HOMO: -9.765 eV

The geometry in ORCA input format:
```
! RIJCOSX wB97M-V def2-TZVPD def2/J DEFGRID3
* xyz 0 1
C 0.4201 1.9397 0.6892
C 0.7880 -1.8730 0.7070
C 0.6154 -0.6659 0.1530
C 1.6639 -0.0315 -0.7142
C -1.3162 0.5887 -1.1218
C -0.6134 0.0878 0.1331
N 1.0351 2.8697 0.9771
N -1.6115 -0.3340 1.0798
H -0.0229 -2.3813 1.2290
H 1.6520 -2.4354 0.6113
H 2.4951 0.5744 -0.1459
H 2.2736 -0.9273 -1.1034
H 1.2207 0.6902 -1.3786
H -2.1472 -0.0963 -1.3372
H -1.9430 1.5670 -0.9334
H -0.7505 0.8602 -2.0276
H -1.3100 -0.6417 1.9384
H -2.4492 0.2087 1.2443
*
```

# 3
C45H35BrN3O2P2RuS3 | ωB97M-V/def2-TZVPD

Values from the calculation:
F_max: 0.006 hartree/bohr
expectation value of S²: 8.767
HOMO-LUMO gap (spin up / spin down): 7.9 / 6.3 eV
total energy: -179506.648 eV
lowest unoccupied orbital energy (spin up / spin down): 0.545 / -1.393 eV
E_HOMO (spin up / spin down): -7.390 / -7.666 eV

The geometry in ORCA input format:
```
! RIJCOSX wB97M-V def2-TZVPD def2/J DEFGRID3
* xyz 0 6
Ru -0.2038 -1.2337 0.2706
C -1.8049 -3.0246 2.6533
P -1.2843 -1.2667 2.6181
C -0.2599 -1.0077 4.0898
C -0.5619 -0.0473 5.0505
C 0.2942 0.1528 6.1252
C 1.4538 -0.5972 6.2433
C 1.7669 -1.5484 5.2801
C 0.9190 -1.7490 4.2044
C -2.7939 -0.2935 2.8691
C -2.9618 0.8963 2.1644
C -4.0983 1.6682 2.3689
C -5.0724 1.2536 3.2624
C -4.9122 0.0637 3.9628
C -3.7767 -0.7047 3.7705
C -2.3929 -3.3174 1.3096
C -3.4229 -4.1384 0.9236
C -3.5141 -4.0388 -0.4962
C -2.5290 -3.1680 -0.8923
C -2.1706 -2.6152 -2.2410
P -1.4800 -0.9470 -1.9507
C -2.9004 0.1414 -1.6697
C -4.1170 -0.3554 -1.2020
C -5.1657 0.5133 -0.9368
C -5.0100 1.8779 -1.1305
C -3.7941 2.3784 -1.5772
C -2.7413 1.5165 -1.8373
C -0.7134 -0.4161 -3.4987
C -1.4591 0.0926 -4.5616
C -0.8306 0.4295 -5.7491
C 0.5418 0.2528 -5.8832
C 1.2861 -0.2559 -4.8294
C 0.6634 -0.5831 -3.6327
N -1.8466 -2.7087 0.2061
H -2.5063 -3.2255 3.4621
H -0.9025 -3.6137 2.8425
H -1.4634 0.5450 4.9596
H 0.0528 0.9003 6.8696
H 2.1199 -0.4361 7.0807
H 2.6789 -2.1253 5.3617
H 1.1793 -2.4712 3.4375
H -2.2063 1.2249 1.4623
H -4.2184 2.5922 1.8187
H -5.9597 1.8545 3.4162
H -5.6713 -0.2629 4.6616
H -3.6562 -1.6223 4.3320
H -4.0336 -4.7459 1.5736
H -4.2153 -4.5466 -1.1406
H -3.0294 -2.5670 -2.9135
H -1.3846 -3.1927 -2.7370
H -4.2468 -1.4165 -1.0274
H -6.1047 0.1184 -0.5709
H -5.8323 2.5520 -0.9263
H -3.6600 3.4432 -1.7212
H -1.7921 1.9175 -2.1716
H -2.5286 0.2308 -4.4563
H -1.4106 0.8259 -6.5724
H 1.0302 0.5143 -6.8131
H 2.3540 -0.3960 -4.9340
H 1.2470 -0.9676 -2.8018
Br -0.9501 4.0002 0.2990
C 0.9337 3.7708 0.2914
C 1.6821 4.9314 0.4237
C 3.0670 4.8712 0.4162
C 3.7104 3.6522 0.2691
C 2.9568 2.5031 0.1271
C 1.5606 2.5345 0.1370
C 0.8686 1.2146 0.0281
O -0.3258 1.0538 0.4220
O 1.5177 0.2264 -0.4196
H 1.1734 5.8786 0.5341
H 3.6386 5.7832 0.5292
H 4.7901 3.5866 0.2717
H 3.4436 1.5447 0.0225
S 6.0558 0.3520 1.1658
C 4.8591 -0.6670 0.6523
S 3.6998 -1.4516 1.6879
C 2.9023 -2.1297 0.2947
N 3.4625 -1.8392 -0.8230
N 4.5524 -1.0305 -0.6179
C 5.1654 -0.4711 -1.7834
C 6.5082 -0.6881 -2.0388
C 7.0746 -0.1269 -3.1723
C 6.3008 0.6394 -4.0336
C 4.9553 0.8473 -3.7646
C 4.3793 0.2907 -2.6319
S 1.4136 -3.0335 0.4055
H 7.0959 -1.2778 -1.3492
H 8.1235 -0.2877 -3.3830
H 6.7487 1.0779 -4.9159
H 4.3545 1.4524 -4.4316
H 3.3343 0.4421 -2.3890
*
```

# 4
C46H115N5O13 | ωB97M-V/def2-TZVPD

Values from the calculation:
F_max: 0.066 hartree/bohr
HOMO-LUMO gap: 7.3 eV
total energy: -83627.596 eV
lowest unoccupied orbital energy: -0.166 eV
E_HOMO: -7.513 eV

The geometry in ORCA input format:
```
! RIJCOSX wB97M-V def2-TZVPD def2/J DEFGRID3
* xyz 0 1
C -2.6901 -4.9468 0.6938
C -3.9530 -4.7964 -0.1326
C -4.2917 -3.2593 -0.1625
C -5.3705 -2.9020 -1.1733
C -4.9551 -3.4933 -2.5032
C -4.7321 -4.9983 -2.5524
N -3.8513 -5.3784 -1.4341
O -3.5791 -6.7648 -1.3734
C -6.1188 -5.7457 -2.4468
C -3.9567 -5.2756 -3.9479
C -5.0919 -5.3665 0.7836
H -2.6971 -4.3920 1.6320
H -1.8617 -4.5154 0.1319
H -2.5292 -5.9727 1.0249
H -4.5703 -2.8983 0.8275
H -3.4570 -2.6948 -0.5781
H -5.4232 -1.8133 -1.1663
H -6.3675 -3.1172 -0.7888
H -4.0546 -2.9741 -2.8315
H -5.7217 -3.3077 -3.2556
H -6.8242 -5.5135 -3.2447
H -6.0197 -6.8236 -2.5752
H -6.6597 -5.6750 -1.5031
H -3.7651 -6.3484 -3.9686
H -4.7044 -5.0768 -4.7157
H -3.0241 -4.7353 -4.1103
H -5.0433 -6.4552 0.8033
H -6.1013 -5.1111 0.4613
H -4.9647 -4.9466 1.7814
H -4.4130 -7.0566 -0.9979
C 3.0705 -1.4412 0.4011
C 2.0276 -0.5786 -0.3638
C 1.1118 -1.4991 -1.2181
C -0.0364 -2.1841 -0.4646
C -0.7998 -1.2127 0.4385
C 0.0854 -0.3344 1.3793
N 1.2292 0.2071 0.5943
O 1.9420 1.1317 1.3403
C -0.8919 0.8761 1.7279
C 0.4681 -1.1080 2.6590
C 2.7153 0.3952 -1.4091
H 3.7063 -0.7882 0.9989
H 3.6186 -2.1462 -0.2239
H 2.6117 -2.1905 1.0462
H 0.5767 -0.9028 -1.9572
H 1.6766 -2.2970 -1.7005
H 0.4107 -3.0542 0.0162
H -0.6839 -2.6697 -1.1947
H -1.4243 -1.8330 1.0814
H -1.6226 -0.6479 0.0003
H -1.0755 1.3653 0.7713
H -1.7830 0.4039 2.1417
H -0.5582 1.7210 2.3303
H 1.1256 -1.9654 2.5152
H 0.9083 -0.3961 3.3573
H -0.4117 -1.5546 3.1220
H 3.1594 -0.0772 -2.2853
H 3.4570 1.0175 -0.9084
H 1.8951 0.9813 -1.8238
H 2.3788 0.5943 2.0051
C 2.6540 2.7056 -5.6619
C 2.1163 4.0198 -5.0551
C 2.9672 5.2630 -5.4903
C 2.3986 6.6868 -5.2477
C 1.0798 6.7074 -6.0122
C 0.1283 5.6418 -5.5208
N 0.7171 4.2809 -5.4508
O -0.1645 3.3239 -5.0453
C -0.5253 6.0830 -4.2024
C -0.9538 5.5731 -6.6625
C 2.3535 3.9001 -3.5143
H 2.4767 2.7501 -6.7365
H 2.0417 1.8653 -5.3346
H 3.6937 2.4984 -5.4084
H 3.9679 5.1655 -5.0695
H 3.0892 5.0715 -6.5563
H 3.0502 7.5164 -5.5220
H 2.3477 6.7452 -4.1604
H 1.2437 6.5529 -7.0787
H 0.7229 7.7351 -5.9450
H -1.2815 5.3840 -3.8452
H 0.1995 6.1805 -3.3941
H -1.0628 7.0263 -4.2989
H -1.6607 4.7571 -6.5126
H -1.6178 6.4365 -6.7045
H -0.5074 5.3057 -7.6203
H 1.9356 2.9537 -3.1711
H 1.8726 4.6536 -2.8906
H 3.4135 3.9133 -3.2608
H -0.1190 3.3756 -4.0877
C -0.1147 -2.0597 6.6797
O -0.9011 -1.6971 5.8032
N -0.3059 -3.1113 7.4279
N 1.0468 -1.4592 6.9413
H -1.1780 -3.5635 7.1930
H 0.2695 -3.3032 8.2354
H 1.4399 -0.6850 6.4256
H 1.5858 -1.8016 7.7238
C 1.3436 5.3044 0.2592
C 0.7784 4.0554 0.9361
O 0.6725 3.0070 0.0352
H 1.9877 5.0836 -0.5920
H 1.8414 5.9620 0.9718
H 0.5608 5.8868 -0.2266
H -0.2457 4.1992 1.2804
H 1.3361 3.8953 1.8589
H 1.0765 2.2099 0.3859
C -2.9721 1.8751 4.6473
C -3.3126 0.5224 5.2927
O -2.8688 -0.4322 4.3914
H -2.9585 2.6718 5.3911
H -3.8728 2.1191 4.0839
H -2.0177 1.8253 4.1232
H -4.3750 0.3168 5.4237
H -2.7603 0.2718 6.1984
H -2.2315 -1.0201 4.8034
C 5.4692 3.1472 1.3309
C 5.3383 2.2949 2.6520
O 5.4136 0.9348 2.3670
H 5.4827 4.2056 1.5911
H 4.6410 3.0431 0.6300
H 6.3865 2.9380 0.7805
H 4.3960 2.5800 3.1199
H 6.1674 2.5421 3.3149
H 5.9721 0.5738 3.0594
C -4.7880 0.5136 1.7979
C -3.9540 1.3954 0.8225
O -4.9791 2.0760 0.1325
H -5.3127 1.1733 2.4890
H -4.1847 -0.1985 2.3610
H -5.5703 -0.0924 1.3409
H -3.4444 0.8245 0.0463
H -3.2136 2.0881 1.2225
H -4.5343 2.5958 -0.5410
C 6.2181 1.7104 -1.9136
C 7.2219 0.8786 -1.2336
O 6.4992 -0.1125 -0.5301
H 5.8024 1.0740 -2.6948
H 6.7182 2.5666 -2.3665
H 5.3742 2.0316 -1.3030
H 7.8627 1.4518 -0.5636
H 7.9206 0.4241 -1.9360
H 6.1051 0.3184 0.2319
C -2.4911 1.3820 -3.1638
C -1.0416 1.5690 -2.5534
O -0.8363 2.9328 -2.0983
H -3.2731 1.7666 -2.5090
H -2.7276 0.3697 -3.4914
H -2.6815 2.0792 -3.9797
H -0.1996 1.3290 -3.2026
H -0.9040 0.9766 -1.6489
H -0.1917 2.9883 -1.3891
C 0.3324 -4.7835 3.5923
C -0.1502 -6.2093 3.3617
O 0.4011 -6.6898 2.1814
H -0.2789 -4.4010 4.4097
H 0.1297 -4.1085 2.7608
H 1.3693 -4.6170 3.8842
H -1.2341 -6.3245 3.3643
H 0.1323 -6.8374 4.2066
H 0.4258 -7.6462 2.2598
C 0.0944 2.5274 6.2107
C 0.9712 2.9007 4.9959
O 1.8249 3.9109 5.4253
H -0.2998 1.5169 6.1030
H -0.6868 3.2867 6.2478
H 0.7141 2.5441 7.1072
H 0.4541 3.1677 4.0742
H 1.5797 2.0317 4.7456
H 2.1923 3.7333 6.2942
C 3.5668 -5.3680 -0.6385
C 2.4946 -5.6417 0.3807
O 1.1222 -5.7017 -0.1674
H 4.5576 -5.3250 -0.1862
H 3.3811 -4.3883 -1.0786
H 3.6759 -6.0803 -1.4564
H 2.6698 -4.8178 1.0725
H 2.8086 -6.5750 0.8481
H 0.5946 -6.0786 0.5406
*
```

# 5
C3H5N3OS | ωB97M-V/def2-TZVPD

Values from the calculation:
F_max: 0.066 hartree/bohr
structure (SMILES): O=C/C=N\N/C=N\S
HOMO-LUMO gap: 7.8 eV
total energy: -20542.279 eV
lowest unoccupied orbital energy: -0.717 eV
E_HOMO: -8.470 eV

The geometry in ORCA input format:
```
! RIJCOSX wB97M-V def2-TZVPD def2/J DEFGRID3
* xyz 0 1
O 1.3813 1.7742 0.0301
C 2.3070 0.9670 -0.0323
C 1.9888 -0.4614 -0.0369
N 0.8993 -1.0629 -0.0812
N -0.2599 -0.3581 -0.1637
C -1.4504 -1.0448 -0.0275
N -2.6640 -0.6191 0.1003
S -2.7809 1.0584 -0.1147
H 3.3887 1.2981 -0.2143
H 2.7954 -1.1399 0.1374
H -0.3024 0.6243 0.2486
H -1.1622 -2.0784 -0.1297
H -4.1408 1.0426 0.2838
*
```